Run a
A molecular structure, C36H31GeMoN3O2S, computed with ωB97M-V with the def2-TZVPD basis set.

Results
HOMO energy (alpha / beta) = -6.58 / -8.04 eV
2S+1 = 3
⟨S²⟩ = 2.060
Kohn-Sham gap (alpha / beta) = 6.761 / 8.096 eV

```
75
C36H31GeMoN3O2S (ωB97M-V with the def2-TZVPD basis set)
Mo 0.05 0.89 1.26
Ge -2.57 -0.24 -0.53
S 3.58 0.66 0.61
O 4.70 1.05 1.42
O 3.16 1.54 -0.46
N 0.87 0.29 3.19
N 2.27 0.35 1.47
N 0.51 3.11 1.63
C -6.51 1.20 -0.33
C 0.22 5.86 1.70
C -1.88 0.97 -1.90
C 5.26 -1.39 -0.04
C 2.17 0.28 2.84
C -5.13 1.09 -0.35
C 3.97 -0.90 -0.12
C 5.57 -2.61 -0.63
C -0.35 5.07 2.69
C -0.19 3.70 2.61
C -0.55 -3.95 -0.62
C 0.11 2.20 -2.59
C 0.95 5.26 0.69
C -1.01 -4.54 -1.78
C 4.94 -4.67 -1.92
C -6.69 -1.18 -0.59
C -2.45 -2.65 -2.16
C 0.49 0.20 4.47
C -4.50 -0.15 -0.50
C -1.99 -2.04 -0.99
C 4.61 -3.35 -1.30
C 1.08 3.88 0.70
C 2.99 -1.62 -0.79
C -1.04 -2.71 -0.23
C -2.56 1.49 -3.00
C 2.77 0.10 5.14
C -1.91 2.36 -3.88
C 3.17 0.20 3.83
C -1.97 -3.89 -2.55
C -0.58 2.72 -3.68
C 1.41 0.10 5.48
C 3.31 -2.83 -1.37
C -7.29 0.06 -0.46
C -5.30 -1.28 -0.61
C -0.56 1.36 -1.73
C -1.61 0.44 1.02
H -3.59 1.23 -3.18
H 4.21 0.21 3.54
H -8.37 0.14 -0.44
H 0.19 -4.45 -0.01
H -4.85 -2.26 -0.72
H -0.92 5.50 3.50
H -7.30 -2.07 -0.69
H 0.01 0.92 -0.89
H 0.10 6.93 1.72
H 2.54 -3.40 -1.89
H -2.45 2.77 -4.72
H -4.53 1.99 -0.26
H -0.09 3.38 -4.38
H 5.74 -4.58 -2.66
H 1.68 3.35 -0.04
H 1.97 -1.25 -0.86
H -3.18 -2.15 -2.79
H 3.52 0.03 5.91
H -0.66 -2.25 0.68
H 1.08 0.01 6.51
H -0.63 3.04 3.35
H 4.07 -5.10 -2.42
H 6.01 -0.81 0.49
H -0.64 -5.51 -2.09
H 1.16 2.44 -2.42
H 1.42 5.83 -0.10
H 5.28 -5.39 -1.17
H -0.58 0.20 4.64
H -6.98 2.17 -0.22
H 6.59 -2.98 -0.56
H -2.33 -4.35 -3.47
```

Now the Löwdin charges, all in e: number 1, Mo, carries 1.16; number 2, Ge, carries 0.86; number 3, S, carries 0.58; number 4, O, carries -0.31; number 5, O, carries -0.33; number 6, N, carries -0.06; number 7, N, carries -0.23; number 8, N, carries -0.06; number 9, C, carries -0.09; number 10, C, carries -0.06; number 11, C, carries -0.27; number 12, C, carries -0.05; number 13, C, carries -0.39; number 14, C, carries -0.12; number 15, C, carries -0.28; number 16, C, carries -0.04; number 17, C, carries -0.05; number 18, C, carries -0.13; number 19, C, carries -0.10; number 20, C, carries -0.07; number 21, C, carries -0.04; number 22, C, carries -0.10; number 23, C, carries -0.05; number 24, C, carries -0.09; number 25, C, carries -0.12; number 26, C, carries -0.13; number 27, C, carries -0.29; number 28, C, carries -0.28; number 29, C, carries -0.27; number 30, C, carries -0.11; number 31, C, carries -0.05; number 32, C, carries -0.12; number 33, C, carries -0.09; number 34, C, carries -0.06; number 35, C, carries -0.09; number 36, C, carries 0.00; number 37, C, carries -0.09; number 38, C, carries -0.09; number 39, C, carries -0.08; number 40, C, carries -0.03; number 41, C, carries -0.10; number 42, C, carries -0.11; number 43, C, carries -0.15; number 44, C, carries -0.48; number 45, H, carries 0.10; number 46, H, carries 0.10; number 47, H, carries 0.10; number 48, H, carries 0.10; number 49, H, carries 0.09; number 50, H, carries 0.11; number 51, H, carries 0.10; number 52, H, carries 0.03; number 53, H, carries 0.11; number 54, H, carries 0.11; number 55, H, carries 0.10; number 56, H, carries 0.10; number 57, H, carries 0.10; number 58, H, carries 0.08; number 59, H, carries 0.08; number 60, H, carries 0.10; number 61, H, carries 0.10; number 62, H, carries 0.11; number 63, H, carries 0.07; number 64, H, carries 0.10; number 65, H, carries 0.10; number 66, H, carries 0.07; number 67, H, carries 0.11; number 68, H, carries 0.10; number 69, H, carries 0.10; number 70, H, carries 0.11; number 71, H, carries 0.08; number 72, H, carries 0.11; number 73, H, carries 0.10; number 74, H, carries 0.12; number 75, H, carries 0.10

Run b
A molecular structure, C36H31GeMoN3O2S, computed with ωB97M-V with the def2-TZVPD basis set.

Results
HOMO energy (alpha / beta) = -5.85 / -7.48 eV
2S+1 = 3
⟨S²⟩ = 2.135
Kohn-Sham gap (alpha / beta) = 5.968 / 7.281 eV

```
75
C36H31GeMoN3O2S (ωB97M-V with the def2-TZVPD basis set)
Mo 0.92 -1.10 0.38
Ge 1.29 1.58 -1.73
S -1.58 -2.41 2.35
O -2.05 -2.62 1.00
O -1.56 -3.54 3.25
N -0.13 -1.72 2.17
N 2.04 -1.48 2.03
N 1.17 -3.08 -0.27
C 2.59 -4.59 -1.47
C -0.47 3.89 -1.16
C 2.43 2.52 -3.06
C -2.01 -1.19 -3.79
C 1.53 -5.02 -2.27
C 2.60 -2.83 4.37
C 4.25 3.73 -4.79
C 0.22 2.82 -0.59
C -2.59 -1.10 3.02
C -1.69 -1.34 -2.45
C 3.63 -2.26 3.61
C 0.08 2.58 0.77
C 1.84 0.06 -0.75
C -3.48 -1.34 4.06
C -0.72 -0.53 -1.88
C 2.62 3.90 -3.04
C -0.11 0.48 -2.63
C 0.27 -4.48 -2.00
C -4.34 0.90 3.81
C -5.37 1.91 4.19
C -2.54 0.14 2.41
C 4.07 2.36 -4.82
C -1.36 4.49 0.99
C 1.03 -2.00 2.78
C 3.30 -1.60 2.44
C -1.40 -0.21 -4.55
C 0.13 -3.56 -0.99
C 3.17 1.76 -3.96
C 2.38 -3.65 -0.50
C 1.29 -2.71 3.96
C -4.34 -0.34 4.45
C -0.70 3.41 1.56
C 3.51 4.50 -3.91
C -0.46 0.63 -3.96
C -1.26 4.72 -0.38
C -3.40 1.14 2.81
H -0.60 -4.80 -2.55
H 4.96 4.20 -5.46
H -1.66 -0.07 -5.59
H -3.37 2.10 2.32
H -1.83 0.30 1.61
H -2.20 -2.08 -1.86
H -0.49 -0.62 -0.77
H 0.02 1.40 -4.54
H 3.18 -3.29 0.14
H 4.04 -1.14 1.80
H -5.30 2.81 3.58
H -0.78 3.23 2.62
H -0.86 -3.24 -0.66
H 0.47 -3.16 4.49
H 2.85 -3.35 5.28
H -6.36 1.48 4.05
H 2.06 4.50 -2.34
H 3.65 5.57 -3.89
H 4.65 -2.33 3.92
H -2.73 -1.85 -4.25
H 1.66 -5.75 -3.04
H 3.58 -5.00 -1.61
H -5.28 2.20 5.23
H -0.39 4.07 -2.22
H 3.03 0.69 -3.97
H 0.59 1.72 1.21
H -3.50 -2.31 4.53
H -5.06 -0.51 5.24
H -1.79 5.54 -0.83
H -1.96 5.14 1.60
H 4.65 1.75 -5.50
```

Now the Löwdin charges, all in e: number 1, Mo, carries 1.20; number 2, Ge, carries 0.88; number 3, S, carries 0.62; number 4, O, carries -0.33; number 5, O, carries -0.29; number 6, N, carries -0.24; number 7, N, carries -0.10; number 8, N, carries -0.09; number 9, C, carries -0.05; number 10, C, carries -0.12; number 11, C, carries -0.28; number 12, C, carries -0.09; number 13, C, carries -0.04; number 14, C, carries -0.06; number 15, C, carries -0.10; number 16, C, carries -0.27; number 17, C, carries -0.27; number 18, C, carries -0.09; number 19, C, carries -0.08; number 20, C, carries -0.14; number 21, C, carries -0.41; number 22, C, carries -0.05; number 23, C, carries -0.15; number 24, C, carries -0.11; number 25, C, carries -0.27; number 26, C, carries -0.04; number 27, C, carries -0.27; number 28, C, carries -0.05; number 29, C, carries -0.06; number 30, C, carries -0.09; number 31, C, carries -0.10; number 32, C, carries -0.41; number 33, C, carries -0.13; number 34, C, carries -0.09; number 35, C, carries -0.13; number 36, C, carries -0.12; number 37, C, carries -0.11; number 38, C, carries 0.00; number 39, C, carries -0.04; number 40, C, carries -0.11; number 41, C, carries -0.09; number 42, C, carries -0.10; number 43, C, carries -0.09; number 44, C, carries -0.02; number 45, H, carries 0.11; number 46, H, carries 0.10; number 47, H, carries 0.10; number 48, H, carries 0.11; number 49, H, carries 0.09; number 50, H, carries 0.10; number 51, H, carries 0.02; number 52, H, carries 0.10; number 53, H, carries 0.11; number 54, H, carries 0.12; number 55, H, carries 0.07; number 56, H, carries 0.10; number 57, H, carries 0.07; number 58, H, carries 0.10; number 59, H, carries 0.11; number 60, H, carries 0.08; number 61, H, carries 0.09; number 62, H, carries 0.10; number 63, H, carries 0.10; number 64, H, carries 0.10; number 65, H, carries 0.11; number 66, H, carries 0.11; number 67, H, carries 0.08; number 68, H, carries 0.10; number 69, H, carries 0.10; number 70, H, carries 0.06; number 71, H, carries 0.11; number 72, H, carries 0.12; number 73, H, carries 0.10; number 74, H, carries 0.10; number 75, H, carries 0.10

Most stable: run a. Least stable: run b.

Run a
3 unconnected molecules or ions with the total composition CH10NO2, computed with ωB97M-V with the def2-TZVPD basis set.

Results
HOMO energy = -15.78 eV
charge = +1
Kohn-Sham gap = 12.481 eV

```
14
CH10NO2 (ωB97M-V with the def2-TZVPD basis set)
O 0.29 1.66 -2.38
O 1.20 -0.70 -1.12
N -0.12 -0.11 1.18
C -1.21 -0.87 1.92
H -0.44 0.80 0.84
H 1.80 -1.33 -1.52
H -0.74 -1.73 2.36
H -0.14 1.57 -3.24
H 0.31 -0.64 0.40
H 0.74 2.51 -2.48
H -1.99 -1.14 1.21
H 1.20 0.10 -1.67
H 0.65 0.06 1.82
H -1.56 -0.19 2.68
```

Now the Löwdin charges, all in e: number 1, O, carries -0.05; number 2, O, carries -0.05; number 3, N, carries 0.13; number 4, C, carries 0.01; number 5, H, carries 0.16; number 6, H, carries 0.08; number 7, H, carries 0.10; number 8, H, carries 0.07; number 9, H, carries 0.09; number 10, H, carries 0.07; number 11, H, carries 0.10; number 12, H, carries 0.02; number 13, H, carries 0.17; number 14, H, carries 0.10

Run b
A molecular structure, CH10NO2, computed with ωB97M-V with the def2-TZVPD basis set.

Results
HOMO energy = -15.52 eV
charge = +1
Kohn-Sham gap = 4.096 eV

```
14
CH10NO2 (ωB97M-V with the def2-TZVPD basis set)
O 0.29 -0.99 1.38
O 0.19 0.14 -1.61
N 2.25 -0.31 0.13
C -2.31 0.75 0.05
H -1.41 1.34 -0.24
H 1.15 -0.66 0.75
H 0.29 -0.26 -2.49
H 2.65 0.45 0.71
H -3.06 0.93 -0.72
H -2.84 1.02 1.00
H 2.91 -1.03 -0.06
H -1.94 -0.30 0.12
H 1.05 0.27 -1.20
H 0.77 -1.34 2.17
```

Now the Löwdin charges, all in e: number 1, O, carries 0.09; number 2, O, carries 0.04; number 3, N, carries 0.35; number 4, C, carries -0.04; number 5, H, carries 0.02; number 6, H, carries 0.00; number 7, H, carries 0.10; number 8, H, carries 0.14; number 9, H, carries 0.02; number 10, H, carries 0.04; number 11, H, carries 0.10; number 12, H, carries 0.03; number 13, H, carries 0.00; number 14, H, carries 0.11

Most stable: run a. Least stable: run b.